[1]
Below is a structure of composition C52H51AuN8P, with properties calculated with wB97M-V/def2-TZVPD.

Calculated values
E_LUMO (spin up / spin down) = -7.266 / -10.797 eV
2S+1 = 3
Total charge = +3
Gap between HOMO and LUMO (spin up / spin down) = 7.510 / 3.988 eV

XYZ file:
```
113
Properties=species:S:1:pos:R:3:mulliken_charge:R:1
Au -0.142 -0.289 0.719 1.54
C 3.128 0.144 -4.061 -1.16
N 2.923 0.061 -2.607 0.19
C 1.709 -0.054 -1.972 -0.78
N 1.874 -0.185 -0.666 0.61
C 3.205 -0.170 -0.416 -0.69
C 3.901 -0.018 -1.668 0.65
C 5.315 -0.010 -1.921 0.45
C 6.136 -0.922 -1.225 -0.13
C 7.494 -0.946 -1.467 -0.93
C 8.052 -0.041 -2.365 -0.38
C 7.252 0.882 -3.042 -0.85
C 5.890 0.889 -2.841 -0.33
C 3.766 -0.257 0.901 0.61
C 4.922 0.468 1.254 -0.24
C 5.431 0.377 2.536 -0.85
C 4.818 -0.449 3.470 -0.53
C 3.678 -1.185 3.129 -0.80
C 3.145 -1.079 1.865 -0.68
P 0.093 0.006 -2.892 -0.32
C -0.665 1.374 -2.001 -0.66
N -0.708 1.540 -0.685 0.29
C -1.336 2.729 -0.451 -1.32
C -1.726 3.277 -1.654 0.74
N -1.280 2.415 -2.621 0.26
C -1.405 2.633 -4.065 -1.00
C -2.423 4.543 -1.941 0.01
C -1.907 5.737 -1.442 -0.09
C -2.567 6.932 -1.686 -0.89
C -3.743 6.937 -2.425 -0.43
C -4.263 5.750 -2.919 -0.81
C -3.605 4.553 -2.677 -0.18
C -1.471 3.321 0.891 0.85
C -2.707 3.720 1.389 -0.03
C -2.787 4.372 2.613 -0.90
C -1.635 4.645 3.338 -0.70
C -0.395 4.254 2.846 -0.52
C -0.315 3.592 1.629 -0.55
C -0.677 -1.417 -2.090 -0.18
N -0.764 -1.655 -0.780 -0.28
C -1.363 -2.878 -0.611 -0.06
C -1.636 -3.394 -1.858 0.26
N -1.204 -2.459 -2.767 0.37
C -1.337 -2.587 -4.222 -0.98
C -2.316 -4.643 -2.246 -0.24
C -3.608 -4.887 -1.788 -0.09
C -4.246 -6.073 -2.118 -0.86
C -3.594 -7.017 -2.901 -0.40
C -2.306 -6.778 -3.358 -0.83
C -1.665 -5.593 -3.030 0.04
C -1.577 -3.517 0.698 0.25
C -1.241 -4.860 0.861 -0.55
C -1.469 -5.496 2.070 -0.78
C -2.042 -4.800 3.127 -0.71
C -2.381 -3.465 2.969 -0.89
C -2.148 -2.820 1.760 0.18
H 2.312 -0.367 -4.563 0.43
H 3.160 1.182 -4.383 0.34
H 4.066 -0.346 -4.305 0.51
H 5.693 -1.628 -0.535 0.60
H 8.122 -1.666 -0.962 0.47
H 9.119 -0.052 -2.543 0.45
H 7.702 1.591 -3.723 0.45
H 5.273 1.615 -3.353 0.49
H 5.384 1.132 0.537 0.65
H 6.306 0.949 2.811 0.48
H 5.232 -0.533 4.466 0.45
H 3.241 -1.862 3.852 0.58
H 2.300 -1.693 1.573 0.88
H -1.471 3.702 -4.245 0.41
H -0.531 2.236 -4.573 0.42
H -2.302 2.152 -4.450 0.32
H -0.988 5.730 -0.868 0.46
H -2.161 7.859 -1.305 0.44
H -4.256 7.870 -2.613 0.44
H -5.184 5.754 -3.486 0.43
H -4.026 3.624 -3.045 0.46
H -3.605 3.534 0.812 0.62
H -3.751 4.686 2.991 0.48
H -1.701 5.180 4.276 0.49
H 0.505 4.501 3.394 0.50
H 0.653 3.354 1.195 0.73
H -2.197 -3.216 -4.429 0.39
H -1.493 -1.607 -4.663 0.41
H -0.447 -3.047 -4.648 0.34
H -4.111 -4.149 -1.176 0.47
H -5.252 -6.260 -1.769 0.44
H -4.092 -7.943 -3.155 0.44
H -1.798 -7.517 -3.963 0.43
H -0.652 -5.415 -3.374 0.46
H -0.794 -5.409 0.042 0.55
H -1.208 -6.539 2.185 0.45
H -2.241 -5.302 4.064 0.48
H -2.867 -2.939 3.781 0.47
H -2.492 -1.798 1.626 0.60
C -0.562 -0.817 4.986 -1.94
C -1.436 0.352 4.539 1.36
C -1.069 1.612 5.320 -1.56
C -2.917 0.039 4.704 -1.62
N -1.242 0.570 3.065 0.45
N 0.086 0.568 2.604 -0.35
H -0.904 -1.165 5.959 0.48
H 0.485 -0.524 5.119 0.44
H -0.621 -1.664 4.298 0.41
H -1.215 1.434 6.386 0.49
H -1.700 2.451 5.029 0.32
H -0.022 1.890 5.174 0.33
H -3.137 -0.164 5.751 0.44
H -3.210 -0.826 4.109 0.26
H -3.529 0.889 4.395 0.42
H -1.702 1.405 2.708 -0.10
H 0.613 -0.100 3.163 0.34
H 0.557 1.476 2.635 0.23
```

***

[2]
Below is an isolated molecule of C4H7NO, with properties calculated with wB97M-V/def2-TZVPD.

Calculated values
E_LUMO (spin up / spin down) = -1.601 / -1.607 eV
Energy above the lowest of the compared OMol25 structures with the same formula, charge and spin = 96.34 kcal/mol
Gap between HOMO and LUMO (spin up / spin down) = 7.473 / 7.463 eV

XYZ file:
```
13
Properties=species:S:1:pos:R:3:mulliken_charge:R:1
C 2.261 0.238 -0.254 -0.91
C 0.822 0.321 0.194 0.75
O 0.546 0.797 1.323 -0.66
N -0.097 -0.094 -0.689 -0.59
C -2.029 -0.910 0.164 -0.39
C -1.419 0.300 -0.153 -0.22
H 2.679 1.248 -0.277 0.26
H 2.837 -0.341 0.474 0.26
H 2.341 -0.223 -1.240 0.30
H -1.464 -1.631 0.749 0.24
H -3.018 -1.207 -0.181 0.26
H -1.039 0.784 0.851 0.36
H -1.986 1.018 -0.748 0.34
```

***

[3]
Below is a cluster of 2 separate species, C5H8N2O2 in total at a distorted geometry, with properties calculated with wB97M-V/def2-TZVPD.

Calculated values
E_LUMO = 0.832 eV
Energy above the lowest of the compared OMol25 structures with the same formula, charge and spin = 145.14 kcal/mol
Structure (SMILES) = C/C=[N+](/[O-])O.C=CC#N
Gap between HOMO and LUMO = 9.729 eV

XYZ file:
```
17
Properties=species:S:1:pos:R:3:mulliken_charge:R:1
C 2.377 0.801 0.689 0.35
C 2.416 -1.422 -0.014 -0.67
C -2.188 1.602 -0.404 -1.09
C 2.947 -0.459 0.627 -0.10
C -1.169 0.594 -0.027 0.14
N 1.945 1.854 0.811 -0.45
N -1.448 -0.670 -0.060 0.68
O -0.527 -1.590 0.080 -0.78
O -2.620 -1.172 -0.506 -0.40
H 2.912 -2.412 0.085 0.22
H -2.511 -2.066 -0.256 0.35
H 1.578 -1.267 -0.588 0.33
H -1.904 2.689 -0.187 0.31
H -3.299 1.533 -0.206 0.31
H -2.242 1.678 -1.497 0.29
H 3.850 -0.531 1.153 0.34
H -0.117 0.837 0.299 0.16
```

***

[4]
Below is a structure of composition C8H38O15 at a distorted geometry, with properties calculated with wB97M-V/def2-TZVPD.

Calculated values
E_LUMO = -0.560 eV
Energy above the lowest of the compared OMol25 structures with the same formula, charge and spin = 457.70 kcal/mol
Gap between HOMO and LUMO = 7.927 eV

XYZ file:
```
61
Properties=species:S:1:pos:R:3:mulliken_charge:R:1
C -17.969 -21.128 23.867 -0.19
C -18.814 -19.840 24.095 -0.82
O -19.797 -19.969 23.068 -0.57
O -16.808 -21.158 24.727 -0.65
H -17.537 -21.139 22.867 0.13
H -18.550 -22.017 24.114 0.37
H -18.234 -18.934 23.919 0.38
H -19.234 -19.804 25.100 0.35
H -19.625 -19.270 22.434 0.45
H -17.033 -21.454 25.612 0.36
C -19.544 -20.869 17.626 -0.01
C -20.395 -20.041 16.619 -0.65
O -20.750 -20.823 15.444 -0.52
O -20.148 -22.102 18.103 -0.74
H -19.314 -20.327 18.543 0.21
H -18.684 -21.166 17.026 0.19
H -19.802 -19.189 16.287 0.36
H -21.328 -19.630 17.006 0.28
H -20.814 -20.173 14.741 0.29
H -19.609 -22.368 18.852 0.22
C -21.409 -26.444 22.456 -0.61
C -20.186 -25.969 21.634 -0.54
O -20.370 -24.615 21.186 -0.28
O -21.620 -25.761 23.629 -0.52
H -21.484 -27.493 22.740 0.38
H -22.270 -26.188 21.839 0.29
H -20.241 -26.655 20.789 0.40
H -19.313 -26.003 22.286 0.29
H -20.259 -24.116 21.998 0.11
H -22.498 -25.381 23.705 0.30
C -21.070 -21.982 21.149 -0.41
C -19.707 -22.133 20.774 -3.83
O -18.925 -21.911 21.915 -0.60
O -21.358 -20.666 21.688 -0.39
H -21.342 -22.668 21.951 1.31
H -21.762 -22.210 20.338 0.49
H -19.484 -21.474 19.934 -0.23
H -19.597 -23.120 20.325 2.89
H -19.162 -21.031 22.218 1.13
H -22.199 -20.742 22.144 0.16
O -20.404 -19.721 19.967 -0.90
H -19.529 -19.851 20.332 0.36
H -20.993 -19.807 20.717 0.40
O -18.449 -22.279 19.126 -0.65
H -17.901 -22.956 18.729 0.31
H -18.101 -22.178 20.012 0.15
O -22.571 -21.501 23.464 -0.83
H -23.141 -21.650 22.710 0.49
H -22.857 -20.660 23.818 0.34
O -20.812 -21.112 24.526 -1.02
H -20.155 -20.710 23.958 0.72
H -21.614 -21.110 24.005 0.36
O -18.538 -24.101 22.403 -0.72
H -17.742 -23.827 22.858 0.41
H -18.828 -23.319 21.933 0.62
O -21.436 -24.044 19.331 -0.71
H -21.413 -24.267 20.262 0.49
H -20.623 -24.404 18.978 0.31
O -23.457 -21.779 21.636 -0.63
H -24.224 -22.336 21.766 0.39
H -23.815 -20.940 21.346 0.32
```

***

[5]
Below is an isolated molecule of C6H8O3 at a distorted geometry, with properties calculated with wB97M-V/def2-TZVPD.

Calculated values
E_LUMO = -0.089 eV
Energy above the lowest of the compared OMol25 structures with the same formula, charge and spin = 19.11 kcal/mol
Structure (SMILES) = C=C(O)C(=O)CC(C)=O
Gap between HOMO and LUMO = 9.590 eV

XYZ file:
```
17
Properties=species:S:1:pos:R:3:mulliken_charge:R:1
C 1.220 0.138 0.302 -0.63
C -0.369 1.693 1.615 -1.10
C 0.882 -1.041 -0.569 0.94
C -0.406 -1.093 -1.341 0.38
C 0.265 0.336 1.449 0.62
C -1.302 -0.105 -1.421 -0.95
O -0.638 -2.258 -2.057 -0.56
O 1.669 -1.979 -0.737 -0.62
O 0.009 -0.572 2.239 -0.57
H 0.154 -2.816 -1.894 0.37
H 2.216 -0.016 0.733 0.30
H 1.285 1.031 -0.325 0.34
H -0.013 2.154 2.539 0.34
H -0.121 2.348 0.776 0.30
H -1.456 1.574 1.645 0.31
H -1.198 0.853 -0.934 0.24
H -2.198 -0.247 -2.019 0.29
```

***

[6]
Below is a cluster of 2 separate species, C3H11NO in total at a distorted geometry, with properties calculated with wB97M-V/def2-TZVPD.

Calculated values
E_LUMO = 0.900 eV
Energy above the lowest of the compared OMol25 structures with the same formula, charge and spin = 55.45 kcal/mol
Structure (SMILES) = NCO.CC
Gap between HOMO and LUMO = 10.053 eV

XYZ file:
```
16
Properties=species:S:1:pos:R:3:mulliken_charge:R:1
C 1.082 -1.925 1.485 -0.80
C 1.893 -0.904 0.878 -0.62
H 0.129 -2.291 0.913 0.20
H 0.607 -1.590 2.428 0.27
H 1.578 -2.871 1.820 0.29
H 1.771 0.203 0.861 0.26
H 2.832 -1.001 1.456 0.27
H 1.943 -1.129 -0.339 0.13
N -0.815 2.233 -1.222 -0.43
C -2.015 1.424 -1.292 -0.10
O -1.713 0.052 -0.854 -0.52
H -0.999 3.178 -0.792 0.20
H 0.057 1.882 -1.118 0.18
H -2.832 1.722 -0.540 0.20
H -2.566 1.386 -2.307 0.19
H -0.954 -0.370 -1.378 0.28
```

***

[7]
Below is an isolated molecule of C5H12N2, with properties calculated with wB97M-V/def2-TZVPD.

Calculated values
E_LUMO = 1.156 eV
Energy above the lowest of the compared OMol25 structures with the same formula, charge and spin = 14.19 kcal/mol
Structure (SMILES) = NC[C@@H]1CCCN1
Gap between HOMO and LUMO = 9.939 eV

XYZ file:
```
19
Properties=species:S:1:pos:R:3:mulliken_charge:R:1
N -0.746 1.072 -0.372 -0.52
C -0.854 0.699 -1.804 -0.54
C -0.292 -0.725 -1.919 -0.62
C 0.561 -0.878 -0.667 -0.77
C -0.163 -0.050 0.388 0.15
C 0.724 0.464 1.518 -0.64
N 0.680 -0.475 2.661 -0.63
H -1.683 1.244 -0.025 0.29
H -1.902 0.709 -2.099 0.27
H -0.276 1.415 -2.379 0.31
H 0.276 -0.837 -2.841 0.34
H -1.117 -1.437 -1.914 0.28
H 0.665 -1.920 -0.366 0.36
H 1.586 -0.538 -0.851 0.36
H -0.928 -0.695 0.837 0.29
H 1.750 0.581 1.173 0.27
H 0.364 1.438 1.826 0.35
H 1.421 -0.282 3.320 0.23
H 0.797 -1.427 2.337 0.19
```

***

[8]
Below is a structure of composition C2H3NO3S at a distorted geometry, with properties calculated with wB97M-V/def2-TZVPD.

Calculated values
E_LUMO (spin up / spin down) = 0.053 / -1.638 eV
Energy above the lowest of the compared OMol25 structures with the same formula, charge and spin = 119.07 kcal/mol
Gap between HOMO and LUMO (spin up / spin down) = 8.338 / 7.202 eV

XYZ file:
```
10
Properties=species:S:1:pos:R:3:mulliken_charge:R:1
C 1.068 -1.409 0.220 -0.16
C 0.702 -0.211 -0.277 -0.24
N -3.331 -0.720 0.757 0.12
O 0.156 -2.247 0.465 -0.55
O -4.134 -1.236 0.101 -0.15
O -1.360 0.914 -1.071 -0.49
S -0.967 -0.572 -0.560 0.31
H 2.044 -1.703 0.461 0.41
H 1.068 0.771 -0.505 0.40
H -2.263 1.100 -1.037 0.35
```